# 1
This record from the OMol25 dataset describes an isolated ion of composition C2H2NO2S and charge -1 at a distorted geometry. The level of theory is the ωB97M-V functional and the def2-TZVPD basis.

Positions of all 8 atoms, in Å:
S  -0.927  -0.115  -0.343
N  1.601  0.879  -0.352
O  -2.355  0.320  -0.123
C  1.275  0.202  0.693
O  -0.619  -1.447  0.209
C  0.358  1.194  0.391
H  -0.926  -0.436  -1.850
H  1.594  -0.597  1.374

The HOMO energy is -3.249 eV. As for the total charge: -1. As for the LUMO energy: 4.0 eV. The calculation puts the relative energy (zero: lowest compared OMol25 entry of this formula, charge and spin) at 135.8 kcal/mol. Its structure (SMILES) is O=[S@@H]([O-])=c1cn1.

***

# 2
This record from the OMol25 dataset describes a 2-piece molecular cluster, C2H2NO2S2 overall at a distorted geometry. The level of theory is the ωB97M-V functional and the def2-TZVPD basis.

Positions of all 9 atoms, in Å:
O  0.705  1.417  0.143
O  1.527  -0.686  1.795
C  -1.122  -1.207  -1.053
S  -1.803  -2.550  -1.530
C  -0.219  1.229  -0.640
S  -1.204  2.141  -1.535
H  1.196  -0.083  1.087
N  -0.533  -0.171  -0.876
H  1.454  -0.091  2.609

The HOMO energy is -4.275 eV. As for the total charge: -1. As for the LUMO energy: 3.2 eV. The calculation puts the relative energy (zero: lowest compared OMol25 entry of this formula, charge and spin) at 9.8 kcal/mol.

***

# 3
This record from the OMol25 dataset describes a 2-piece molecular cluster, C2H2NO3 overall at a distorted geometry. The level of theory is the ωB97M-V functional and the def2-TZVPD basis.

Positions of all 8 atoms, in Å:
C  1.501  0.967  -0.551
O  2.567  -0.650  1.103
H  0.309  -0.380  0.434
O  3.293  -0.506  -0.955
O  -0.236  -1.091  0.787
C  2.566  -0.219  -0.037
H  0.155  -1.793  0.112
N  0.656  1.707  -0.644

The HOMO energy is -5.383 eV. As for the total charge: -1. As for the LUMO energy: 4.3 eV. The calculation puts the relative energy (zero: lowest compared OMol25 entry of this formula, charge and spin) at 38.4 kcal/mol.